Below is the molecule C6H12O, with properties calculated with ωB97M-V with the def2-TZVPD basis set.

Structure (XYZ):
```
19
Properties=species:S:1:pos:R:3:forces:R:3:mulliken_charge:R:1
C -0.49416 0.90137 -2.61489 0.027 0.100 -0.344 -0.75
O -0.76000 0.45385 -1.31468 -0.076 -0.011 -0.002 -0.30
C 0.24340 0.77098 -0.37271 0.208 -0.025 0.149 -0.94
C 0.09515 -0.17948 0.79762 -0.031 0.091 0.005 1.36
C -0.90483 0.23638 1.85910 -0.058 -0.018 0.054 -1.57
C 0.23725 -1.62999 0.43319 -0.103 -0.174 -0.089 -0.75
C 1.31056 -0.95355 1.23452 0.200 0.049 0.116 -0.71
H 0.52456 0.63196 -2.93517 -0.114 0.024 0.074 0.32
H -0.61330 1.98875 -2.72963 0.030 -0.078 0.108 0.28
H -1.20485 0.40504 -3.27952 0.053 0.085 0.068 0.25
H 1.24033 0.66175 -0.83206 -0.158 -0.077 0.025 0.38
H 0.15263 1.82268 -0.04991 -0.006 -0.168 -0.020 0.40
H -1.77757 0.72371 1.41335 0.086 -0.104 -0.009 0.38
H -0.45378 0.93686 2.57179 -0.055 -0.034 -0.124 0.30
H -1.26530 -0.62651 2.42781 0.089 0.078 -0.053 0.37
H 0.43050 -1.86928 -0.60897 0.011 0.089 0.164 0.19
H -0.40028 -2.35223 0.93470 0.072 0.143 -0.016 0.26
H 2.26277 -0.73722 0.75731 -0.148 -0.052 0.043 0.23
H 1.38891 -1.21014 2.28816 -0.027 0.083 -0.148 0.28
```
Forces are in eV/Å.

Summary:
- E_LUMO: 1.1 eV
- SMILES: COCC1(C)CC1
- Energy above the lowest of the compared OMol25 structures with the same formula, charge and spin: 1.596 eV
- Total energy: -311.00060 a.u.
- HOMO energy: -9.742 eV
- Maximum force: 0.4 eV/A
- HOMO-LUMO gap: 10.794 eV